[1]
Entry from OMol25: one molecule with the formula C4H5FS in a non-equilibrium geometry (wB97M-V/def2-TZVPD).

Geometry (Å):
F (2.7397, 0.5315, -1.3206)
C (1.4890, 0.7581, -0.8782)
C (1.0132, 0.1216, 0.1855)
C (-0.4710, 0.3445, 0.5481)
C (-1.1179, -0.5014, 1.5684)
S (-1.8662, -0.6338, -0.0494)
H (0.9028, 1.4958, -1.4005)
H (1.6579, -0.5758, 0.7132)
H (-0.6823, 1.4372, 0.6270)
H (-0.5078, -1.3781, 1.8660)
H (-1.6493, 0.0416, 2.3272)

The calculation puts the energy at -653.40758 Ha. The HOMO energy is -9.041 eV. The calculation puts the strongest force on any atom at 2.2 eV/Å. The calculation puts the LUMO energy at 0.033 Eh. As for the SMILES: F/C=C/[C@@H]1CS1. The net charge is 0.

Need the Löwdin charges? In units of e they are:
1. F 0.014
2. C -0.159
3. C -0.070
4. C -0.629
5. C -0.471
6. S 0.812
7. H 0.120
8. H 0.114
9. H 0.116
10. H 0.087
11. H 0.067


[2]
Entry from OMol25: C4H5HgLiO as an isolated structure in a non-equilibrium geometry (wB97M-V/def2-TZVPD).

Geometry (Å):
C (-1.2634, -1.6128, 0.0590)
C (-1.1278, -0.3089, -0.1223)
C (-1.2844, 0.9044, -0.6470)
H (-0.8790, -2.0951, 0.9607)
H (-1.7722, -2.2374, -0.6791)
H (-0.6296, 1.2659, -1.4371)
H (-2.1037, 1.5485, -0.3105)
O (2.1825, 1.1547, 1.0668)
C (1.0321, 1.6571, 1.2740)
Li (1.0695, -1.5742, -1.0634)
Hg (4.0579, -0.2511, -1.4484)
H (0.7180, 1.5491, 2.3475)

The calculation puts the energy at -391.38501 Ha. The expectation value of S² is 2.007. Its multiplicity is 3. The HOMO energy (alpha / beta) is -3.987 / -8.920 eV. The calculation puts the strongest force on any atom at 7.2 eV/Å. The calculation puts the LUMO energy (alpha / beta) at 0.004 / -0.037 Eh. The net charge is 0.

Need the Löwdin charges? In units of e they are:
1. C -0.080
2. C -0.244
3. C -0.016
4. H 0.052
5. H 0.065
6. H 0.059
7. H 0.076
8. O -0.184
9. C 0.002
10. Li 0.133
11. Hg 0.072
12. H 0.066


[3]
Entry from OMol25: C4H5HgMgO2 as an isolated structure in a non-equilibrium geometry (wB97M-V/def2-TZVPD).

Geometry (Å):
C (1.0892, 1.0788, -0.2765)
C (0.7741, -0.1525, 0.4956)
C (-0.7107, -0.2278, 0.6245)
C (-1.4649, -1.0006, -0.2078)
O (-2.7605, -1.0076, -0.2494)
O (2.2199, 1.5840, -0.3522)
Hg (4.6099, 1.8195, 0.2234)
Mg (-4.2925, -1.6804, -1.1551)
H (1.1966, -0.7886, -0.3883)
H (1.2672, -0.1434, 1.4768)
H (-1.2074, 0.4429, 1.3296)
H (-0.9392, -1.6237, -0.9541)
H (0.2183, 1.6995, -0.5665)

The calculation puts the energy at -659.04131 Ha. The expectation value of S² is 2.004. Its multiplicity is 3. The HOMO energy (alpha / beta) is -9.701 / -10.847 eV. The calculation puts the strongest force on any atom at 3.3 eV/Å. The calculation puts the LUMO energy (alpha / beta) at -0.136 / -0.296 Eh. The net charge is +1.

Need the Löwdin charges? In units of e they are:
1. C -0.212
2. C -0.174
3. C -0.143
4. C -0.353
5. O -0.421
6. O -0.209
7. Hg 0.977
8. Mg 0.847
9. H 0.173
10. H 0.130
11. H 0.115
12. H 0.114
13. H 0.155


[4]
Entry from OMol25: C4H5I2NO3 as an isolated structure in a non-equilibrium geometry (wB97M-V/def2-TZVPD).

Geometry (Å):
C (1.3842, 0.8775, -1.0903)
C (-0.4471, -0.6450, -0.4250)
C (0.3811, -1.3237, 0.5624)
C (-1.5110, 0.2747, 0.1857)
N (1.5698, 0.9599, 0.1920)
O (1.9523, 1.5114, -1.9782)
O (0.2786, 0.0441, -1.4743)
O (-1.9810, -0.0694, 1.3953)
I (2.0589, -2.3189, 0.3866)
I (3.4708, 1.0602, 0.6109)
H (-0.9773, -1.4199, -1.0341)
H (0.0963, -0.9986, 1.5952)
H (-2.3632, 0.2776, -0.5653)
H (-1.0944, 1.3014, 0.1727)
H (-2.8180, 0.4687, 1.4664)

The calculation puts the energy at -1031.12078 Ha. The HOMO energy (alpha / beta) is -9.253 / -8.346 eV. The calculation puts the strongest force on any atom at 4.6 eV/Å. The calculation puts the LUMO energy (alpha / beta) at -0.049 / -0.091 Eh. The net charge is 0.

Need the Löwdin charges? In units of e they are:
1. C -0.826
2. C -0.424
3. C -0.613
4. C -0.289
5. N -0.451
6. O 0.012
7. O -0.030
8. O -0.041
9. I 1.037
10. I 0.968
11. H 0.166
12. H 0.073
13. H 0.146
14. H 0.132
15. H 0.140


[5]
Entry from OMol25: a 2-piece molecular cluster, C4H5IN2O overall in a non-equilibrium geometry (wB97M-V/def2-TZVPD).

Geometry (Å):
C (-1.2807, 0.5343, -0.0962)
C (-0.4059, 0.7289, -2.0683)
C (0.0174, 0.4822, 0.0155)
C (0.6860, 0.2722, 1.2581)
N (0.6296, 0.5442, -1.3070)
N (1.3500, -1.6103, 1.2348)
O (-1.5411, 0.7826, -1.4265)
I (-0.1429, -2.9612, 1.0469)
H (-2.0102, 0.6472, 0.6976)
H (-0.5399, 0.8582, -3.1286)
H (1.6724, 0.6852, 1.3311)
H (-0.0872, 0.4067, 2.1388)
H (1.6525, -1.3702, 0.3037)

The calculation puts the energy at -637.74956 Ha. The HOMO energy is -8.731 eV. The calculation puts the strongest force on any atom at 3.8 eV/Å. The calculation puts the LUMO energy at 0.000 Eh. The net charge is 0.

Need the Löwdin charges? In units of e they are:
1. C -0.070
2. C -0.211
3. C -0.401
4. C -0.038
5. N 0.157
6. N -0.551
7. O 0.039
8. I 0.651
9. H 0.141
10. H 0.140
11. H 0.082
12. H 0.138
13. H -0.078


[6]
Entry from OMol25: one molecule with the formula C4H5IN2O in a non-equilibrium geometry (wB97M-V/def2-TZVPD).

Geometry (Å):
C (1.7948, 0.5114, -0.6393)
C (0.3286, 0.6920, -0.6523)
N (-0.1505, -0.0415, -1.5490)
N (-1.6996, -0.1976, -1.8312)
O (-0.4771, 1.4296, 0.2901)
C (-1.7361, 1.5455, -0.2064)
C (-2.8500, 1.7885, -0.6209)
I (-4.0968, 1.8275, -2.2236)
H (2.2637, 1.3173, -1.2974)
H (2.0027, 0.8547, 0.3561)
H (2.0857, -0.5253, -0.9291)
H (-1.6406, 0.3025, -2.7565)
H (-1.6725, -1.1091, -2.1172)

The calculation puts the energy at -637.64493 Ha. The HOMO energy is -8.579 eV. The calculation puts the strongest force on any atom at 4.5 eV/Å. The calculation puts the LUMO energy at 0.006 Eh. As for the SMILES: C/C(=N/N)OC#CI. The net charge is 0.

Need the Löwdin charges? In units of e they are:
1. C -0.025
2. C -0.386
3. N 0.065
4. N -0.029
5. O 0.050
6. C -0.259
7. C -0.646
8. I 0.866
9. H 0.113
10. H 0.070
11. H 0.105
12. H 0.056
13. H 0.020


[7]
Entry from OMol25: one molecule with the formula C4H5IN2S in a non-equilibrium geometry (wB97M-V/def2-TZVPD).

Geometry (Å):
S (1.3779, 2.9695, -0.0611)
C (0.7398, 1.2736, 0.0236)
N (1.6516, 0.5000, -0.6608)
C (1.3057, -0.8251, -0.7997)
C (0.0560, -0.9744, -0.3757)
N (-0.4114, 0.2173, 0.2605)
C (-1.6510, -0.1946, 0.9854)
I (-3.5117, 0.3719, -0.1006)
H (2.5089, 1.0349, -0.8163)
H (1.9270, -1.6588, -1.2657)
H (-0.4819, -1.8108, -0.1122)
H (-1.8477, 0.3663, 1.8862)
H (-1.6631, -1.2700, 1.0363)

The calculation puts the energy at -960.70908 Ha. The HOMO energy is -7.898 eV. The calculation puts the strongest force on any atom at 3.2 eV/Å. The calculation puts the LUMO energy at -0.008 Eh. As for the SMILES: S=c1[nH]ccn1CI. The net charge is 0.

Need the Löwdin charges? In units of e they are:
1. S 0.413
2. C -0.556
3. N -0.050
4. C -0.102
5. C -0.129
6. N -0.081
7. C -0.524
8. I 0.641
9. H 0.099
10. H 0.145
11. H 0.080
12. H 0.032
13. H 0.031


[8]
Entry from OMol25: one molecule with the formula C4H5IN2S in a non-equilibrium geometry (wB97M-V/def2-TZVPD).

Geometry (Å):
S (-0.0327, -1.4448, -2.7233)
C (-0.2598, -0.5882, -1.2871)
N (-1.3276, 0.2158, -1.3037)
C (-1.5446, 0.8878, -0.1129)
C (-0.5124, 0.5540, 0.6984)
N (0.2761, -0.3861, 0.0545)
C (1.5843, -0.4846, 1.0489)
I (3.2570, 0.7518, 0.9446)
H (-2.0069, -0.0177, -2.0378)
H (-2.3162, 1.5715, 0.1154)
H (-0.2819, 0.9133, 1.7162)
H (1.8522, -1.6126, 0.8042)
H (1.3123, -0.3603, 2.0827)

The calculation puts the energy at -960.73760 Ha. The HOMO energy is -7.629 eV. The calculation puts the strongest force on any atom at 6.1 eV/Å. The calculation puts the LUMO energy at -0.002 Eh. As for the SMILES: S=c1[nH]ccn1CI. The net charge is 0.

Need the Löwdin charges? In units of e they are:
1. S 0.504
2. C -0.810
3. N -0.015
4. C -0.080
5. C -0.153
6. N -0.050
7. C -0.647
8. I 0.799
9. H 0.136
10. H 0.099
11. H 0.122
12. H 0.096
13. H -0.001


[9]
Entry from OMol25: C4H5InO3 as an isolated structure in a non-equilibrium geometry (wB97M-V/def2-TZVPD).

Geometry (Å):
C (-2.1632, 0.9727, -0.0031)
H (-2.3075, 0.9972, 1.0858)
H (-3.0220, 0.4524, -0.4537)
H (-2.1836, 2.0077, -0.3767)
C (-0.4227, -0.7937, 0.2507)
C (-0.8787, 0.2973, -0.3671)
O (1.9176, 0.3338, 0.9799)
C (1.9445, -0.6365, 0.2359)
O (0.8032, -1.3132, -0.0887)
O (2.9428, -1.1214, -0.3851)
H (-0.9068, -1.2632, 1.1085)
H (-0.3182, 0.6850, -1.2231)
In (4.5947, -0.6181, -0.7634)

The calculation puts the energy at -570.89305 Ha. The expectation value of S² is 0.753. Its multiplicity is 2. The HOMO energy (alpha / beta) is -12.413 / -12.380 eV. The calculation puts the strongest force on any atom at 10.1 eV/Å. The calculation puts the LUMO energy (alpha / beta) at -0.172 / -0.327 Eh. The net charge is +1.

Need the Löwdin charges? In units of e they are:
1. C -0.002
2. H 0.115
3. H 0.130
4. H 0.109
5. C 0.054
6. C 0.067
7. O 0.113
8. C -0.686
9. O 0.122
10. O -0.320
11. H 0.182
12. H 0.167
13. In 0.948